(1)
DFT (ωB97M-V with the def2-TZVPD basis set) results for a structure of composition Cl3O2P.

Structure (XYZ):
```
6
Properties=species:S:1:pos:R:3:lowdin_charge:R:1
Cl 0.07766 -2.07975 -1.06046 0.468
Cl 1.30849 1.12765 -1.07582 0.365
Cl -1.26444 1.73348 1.15828 0.381
P 0.11552 0.47428 0.41276 -0.019
O -1.22463 -0.98569 -0.74452 -0.783
O 0.98740 -0.26997 1.30976 -0.412
```

Properties
* strongest force on any atom: 4.3 eV/A
* ΔE to the lowest compared entry with this formula, charge and spin: 208.7 kJ/mol
* multiplicity: 1
* calculated total energy: -50949.4674 eV



(2)
DFT (ωB97M-V with the def2-TZVPD basis set) results for an isolated molecule of C14H10ClN3OS2.

Structure (XYZ):
```
31
Properties=species:S:1:pos:R:3:lowdin_charge:R:1
Cl -3.83935 -0.88563 5.15477 0.623
S 3.34500 1.88784 -2.98289 1.043
S 6.41350 1.51567 -2.89199 0.829
O -0.97731 -0.10564 0.02639 0.076
N 4.83595 0.45129 -1.13032 0.076
N 1.41185 0.60160 -1.47060 0.137
N 3.53395 0.31872 -0.82121 -0.136
C 1.51639 -0.20568 -0.32087 -0.213
C 0.22549 -0.97099 1.71945 0.047
C -1.78828 -0.29866 1.12264 -0.208
C -1.17035 -0.85519 2.22797 -0.165
C 4.89927 1.34598 -2.12654 -0.901
C 2.78187 -0.19246 0.17396 0.002
C -3.17638 -0.67481 3.52579 -0.567
C 0.35110 -0.51835 0.45551 -0.141
C -1.83126 -1.11418 3.40157 -0.066
C 2.67406 0.94717 -1.69832 -0.639
C -5.27310 0.67148 2.64202 -0.051
C 6.71852 3.34490 -2.67307 -0.353
C -3.11670 0.16199 1.32770 0.043
C -3.87432 0.06779 2.51646 -0.258
H -1.14941 -1.44227 4.19870 0.122
H 6.53832 3.73320 -1.68320 0.031
H 1.03795 -1.42674 2.26134 0.114
H -5.88764 -0.08955 3.04822 0.054
H 5.85240 3.83161 -3.21405 0.040
H -5.68287 0.94717 1.68030 0.073
H -5.30725 1.49630 3.37118 0.090
H -3.64088 0.74198 0.53583 0.127
H 3.29339 -0.50867 1.08060 0.141
H 7.69059 3.62860 -3.05284 0.030
```

Properties
* strongest force on any atom: 3.6 eV/A
* multiplicity: 1
* calculated total energy: -55388.0809 eV
* SMILES: CSc1nn2cc(-c3cc4cc(Cl)c(C)cc4o3)nc2s1



(3)
DFT (ωB97M-V with the def2-TZVPD basis set) results for a structure of composition C36H76N4O4.

Structure (XYZ):
```
120
Properties=species:S:1:pos:R:3:lowdin_charge:R:1
O 8.54385 -20.47582 -2.04474 -0.026
O 9.51193 -16.52293 1.68722 -0.004
O 5.63806 -15.76928 -6.76980 -0.014
O 9.81100 -26.03901 -0.51760 -0.020
N 4.31759 -16.10202 -6.52980 -0.157
N 7.20204 -20.07011 -2.18354 -0.062
N 9.19776 -25.33495 -1.55479 -0.089
N 9.61106 -17.53924 0.75579 -0.145
C 9.04326 -15.98946 -1.14268 -0.057
C 11.25589 -19.20242 -0.88066 -0.115
C 5.31738 -17.76320 -4.75433 -0.005
C 4.72289 -20.65073 -2.15213 -0.099
C 6.32805 -21.84710 -0.51243 0.024
C 11.00328 -26.31645 -3.07654 -0.040
C 8.51465 -23.11156 -0.45781 -0.008
C 10.44555 -18.07043 -1.55592 -0.146
C 3.08628 -13.90103 -6.51583 -0.029
C 4.18751 -16.75197 -5.16688 -0.404
C 8.61289 -19.41425 1.90308 -0.052
C 6.26569 -21.15000 -1.96020 -0.307
C 1.99633 -16.21551 -6.98274 -0.140
C 6.91855 -18.69791 -1.77558 -0.438
C 11.56545 -16.09452 -0.32227 -0.003
C 10.23770 -25.00328 -2.56166 -0.503
C 4.41695 -19.28025 -1.59361 -0.120
C 10.17881 -19.84598 0.07926 -0.111
C 6.83281 -25.05065 -0.62870 -0.002
C 1.64517 -16.95683 -5.73114 -0.213
C 7.44909 -23.81363 -2.62966 -0.213
C 11.01401 -18.82965 2.26592 -0.032
C 3.98946 -15.69693 -4.06777 -0.013
C 8.57934 -23.33904 -3.63711 -0.136
C 11.40037 -24.17745 -2.06017 -0.043
C 7.78486 -17.67214 -2.57956 -0.033
C 3.57949 -15.21409 -8.66853 -0.046
C 7.17587 -18.58611 -0.28430 -0.028
C 10.14614 -16.89222 -0.53674 -0.355
C 5.56910 -18.29848 -2.13247 -0.130
C 3.27298 -15.24750 -7.18659 -0.464
C 9.64724 -24.42470 -3.82548 -0.115
C 2.86136 -17.62705 -5.14447 -0.138
C 9.87270 -18.89288 1.26708 -0.505
C 8.06765 -24.35054 -1.29238 -0.352
C 6.51109 -22.16059 -3.11517 -0.139
H 9.82703 -26.94507 -0.83447 0.094
H 10.26901 -27.11620 -3.17312 0.075
H 4.21996 -19.34456 -0.52349 0.102
H 5.93520 -21.20538 0.27622 0.100
H 5.58489 -16.33635 -7.54259 0.097
H 2.78997 -14.68519 -9.20239 0.090
H 3.74425 -16.19815 -9.10736 0.087
H 5.92962 -23.04317 -2.84859 0.124
H 12.26491 -24.19029 -2.72387 0.090
H 8.84318 -20.57057 -2.95194 0.118
H 11.02617 -23.19278 -1.78008 0.067
H 7.66951 -22.54200 -0.07124 -0.042
H 2.22585 -13.80434 -5.85371 0.079
H 10.38488 -24.08327 -4.55171 0.130
H 6.23324 -21.71360 -4.06969 0.121
H 11.44697 -26.13232 -4.05498 0.080
H 5.48936 -18.55877 -5.47931 0.110
H 10.72457 -18.30759 3.17794 0.077
H 8.12937 -19.04544 -0.02361 0.027
H 8.71736 -20.45869 2.19690 0.101
H 11.20576 -17.61741 -2.19227 0.109
H 9.16359 -22.41073 -0.98299 0.074
H 7.61278 -17.71639 -3.65498 0.101
H 11.92568 -18.30820 1.97427 0.076
H 6.39729 -25.73546 -1.35634 0.086
H 5.66424 -22.69450 -0.68373 0.089
H 11.62464 -19.88075 -1.65006 0.103
H 7.18057 -25.54584 0.27791 0.083
H 8.85682 -17.76734 -2.40655 0.009
H 12.17607 -15.95993 -1.21510 0.073
H 9.22399 -20.06097 -0.40055 0.068
H 6.24175 -17.19064 -4.67803 0.080
H 5.17924 -18.24421 -3.78601 -0.032
H 6.92818 -24.66381 -3.07007 0.155
H 3.06900 -18.65230 -5.45082 0.115
H 9.64947 -18.35615 -2.24348 0.048
H 5.48627 -18.30108 -3.21931 -0.038
H 2.04456 -17.05178 -7.68017 0.108
H 9.47314 -15.40513 -1.95623 0.110
H 6.70980 -23.07677 -2.31569 -0.040
H 7.17006 -17.57625 0.12588 0.117
H 11.69864 -26.74514 -2.35486 0.076
H 8.36947 -18.94780 2.85769 0.092
H 1.03061 -17.79627 -6.05634 0.116
H 11.70466 -24.60890 -1.10656 0.082
H 4.53151 -14.71461 -8.84820 0.083
H 4.00437 -13.57350 -6.02804 0.087
H 6.09588 -24.34918 -0.23762 0.064
H 5.44864 -17.28676 -1.74517 0.141
H 4.17957 -16.26928 -3.15983 0.070
H 12.06884 -16.62662 0.48493 0.058
H 8.74492 -15.16303 -0.49761 0.091
H 11.28267 -19.80493 2.67181 0.085
H 2.80280 -13.23701 -7.33242 0.077
H 7.71406 -19.34265 1.29064 0.026
H 4.39668 -20.82964 -3.17667 0.107
H 6.49522 -19.19801 0.30765 0.079
H 7.47880 -22.65216 -3.21509 -0.072
H 12.15674 -18.77560 -0.43976 0.103
H 4.86163 -15.06082 -4.21868 0.088
H 9.03570 -22.40705 -3.30361 0.113
H 8.11194 -23.06121 -4.58182 0.138
H 8.19412 -16.62191 -1.40159 -0.023
H 8.65665 -16.70946 2.08133 0.097
H 7.59848 -16.66227 -2.21414 0.066
H 9.04561 -25.24433 -4.21836 0.123
H 10.71978 -20.74514 0.37416 0.118
H 2.49526 -17.68032 -4.11918 0.104
H 3.09097 -15.08662 -4.15911 0.077
H 7.36618 -22.11486 -0.31569 -0.069
H 1.09448 -15.71095 -7.32942 0.114
H 9.21602 -23.29575 0.35599 0.109
H 3.46415 -18.82083 -1.85667 0.100
H 1.10462 -16.27285 -5.07685 0.111
H 4.04940 -21.29548 -1.58749 0.109
H 11.17443 -15.12928 -0.00053 0.067
```

Properties
* strongest force on any atom: 19.6 eV/A
* ΔE to the lowest compared entry with this formula, charge and spin: 2962.1 kJ/mol
* multiplicity: 1
* calculated total energy: -52679.7386 eV



(4)
DFT (ωB97M-V with the def2-TZVPD basis set) results for a structure of composition C4H8O2S.

Structure (XYZ):
```
15
Properties=species:S:1:pos:R:3:lowdin_charge:R:1
S 1.22984 0.01279 -0.01321 0.899
O 2.20191 0.56891 -0.91498 -0.336
O -0.10492 1.59998 0.74422 -0.246
C 1.90450 -1.07625 1.05668 -0.204
C -1.37102 -0.18231 -0.18975 -0.231
C -1.26622 1.33471 0.02003 -0.359
C -0.11542 -0.85592 -0.75365 -0.260
H 0.09623 -1.85122 -0.52935 0.077
H -2.14453 1.79889 0.35898 0.092
H 1.49250 -1.10108 2.05046 0.023
H -2.15060 -0.29334 -0.94240 0.108
H 0.11323 -0.50018 -1.76082 0.109
H -1.57582 -0.65927 0.84009 0.145
H 2.87234 -0.52211 1.17037 0.033
H -1.18202 1.72640 -1.13668 0.150
```

Properties
* strongest force on any atom: 5.2 eV/A
* ΔE to the lowest compared entry with this formula, charge and spin: 554.8 kJ/mol
* multiplicity: 1
* calculated total energy: -19202.6480 eV



(5)
DFT (ωB97M-V with the def2-TZVPD basis set) results for a cluster of 2 separate species, C4H12 in total.

Structure (XYZ):
```
16
Properties=species:S:1:pos:R:3:lowdin_charge:R:1
C -0.07236 0.70685 -2.19574 -0.170
C 0.19832 -0.77925 -2.10900 -0.188
C -0.37355 0.56681 2.61746 -0.165
C 0.23028 -0.48875 1.69778 -0.167
H -1.33059 0.91921 2.23123 0.058
H -0.34772 1.09449 -1.21278 0.050
H -0.62610 -1.27920 -1.59464 0.059
H 1.09599 -1.08033 -1.55593 0.065
H 0.23548 1.47774 2.60678 0.062
H 0.78181 1.28166 -2.53229 0.061
H 0.05916 -1.50935 2.02283 0.060
H -0.95441 0.95129 -2.78086 0.063
H 0.26900 -1.27030 -3.07853 0.058
H -0.10337 -0.42628 0.65944 0.031
H 1.31519 -0.38014 1.64342 0.064
H -0.48198 0.22285 3.64247 0.060
```

Properties
* strongest force on any atom: 0.8 eV/A
* ΔE to the lowest compared entry with this formula, charge and spin: 15.2 kJ/mol
* multiplicity: 1
* calculated total energy: -4342.3703 eV
* SMILES: CC.CC



(6)
DFT (ωB97M-V with the def2-TZVPD basis set) results for a structure of composition C32H34ClFFeN5O5.

Structure (XYZ):
```
79
Properties=species:S:1:pos:R:3:lowdin_spin:R:1
Fe -2.75903 1.97001 0.81280 3.796
Cl -0.69540 -0.66217 -0.69605 0.004
F 4.46492 0.76940 -6.81894 0.000
O 0.39551 0.05348 -1.30124 0.004
O -1.43428 0.36688 0.01706 0.051
O -1.60750 -1.20297 -1.64578 0.003
O -0.22275 -1.63681 0.25203 0.005
O 2.88726 1.57432 -0.64178 0.000
N -1.14890 -6.48396 -3.90678 0.000
N -3.20135 0.69209 2.47609 0.015
N 2.11188 -2.06882 5.72034 0.000
N -2.19489 3.23039 -0.72359 0.021
N -1.04951 2.68156 1.89838 0.052
C 4.16030 -0.15360 -5.90063 0.000
C -2.47563 -6.63287 -3.84524 0.000
C 2.10636 0.13128 4.80972 0.000
C 1.28244 -1.70819 3.49561 0.000
C -1.17947 3.20829 3.12413 0.007
C -1.42230 5.44763 -1.36689 0.001
C -1.39772 3.68430 -2.97717 0.001
C -1.89608 2.85914 -2.00727 0.005
C -0.17051 3.73542 3.92934 0.002
C -2.53888 -1.14222 3.93423 0.000
C -3.33116 -5.59734 -3.50687 0.000
C 3.03472 0.54126 0.32026 0.000
C -4.41115 0.61071 3.07292 0.008
C -2.01602 4.54001 -0.49221 0.007
C 4.59849 -1.46333 -6.05720 0.000
C -0.63045 -5.31027 -3.57508 0.000
C 1.52430 -0.35819 3.66047 0.000
C 1.63888 -2.53562 4.55074 0.000
C 1.11625 3.86593 3.43586 -0.001
C -1.04234 4.97916 -2.60986 0.001
C 3.11989 -0.74190 -3.81227 0.000
C -2.27099 -0.17029 2.99716 0.002
C -4.74648 -0.28778 4.07926 0.001
C -1.41758 -4.19489 -3.24409 0.000
C -3.85445 -1.28657 4.36354 0.001
C 3.37550 0.19374 -4.81399 0.000
C -2.78273 -4.35142 -3.22259 0.000
C 3.61932 -2.01739 -3.92922 0.000
C 1.27559 3.34833 2.14504 0.002
C 2.38718 -0.76809 5.83724 0.000
C 4.28368 -2.41491 -5.11703 0.000
C 0.25897 2.74303 1.46491 0.004
H 0.92042 -2.12492 2.56442 0.000
H 2.18599 1.20234 4.94413 0.000
H -3.44925 -3.67999 -2.69252 0.000
H -2.16395 3.24029 3.58144 0.001
H 4.00192 0.73977 0.78867 0.000
H 2.78594 -0.52572 6.81366 0.000
H -1.23201 -0.07189 2.71139 0.000
H -0.56404 5.59465 -3.36060 0.000
H 2.50466 -0.41957 -2.98299 0.000
H -2.84516 -7.62311 -4.08187 0.000
H -1.28778 6.49746 -1.15361 0.000
H -5.17151 1.34592 2.83448 0.002
H 2.26247 3.38006 1.69980 0.000
H -2.42154 4.98020 0.41320 0.002
H 3.08103 1.22313 -4.65307 0.000
H 3.38167 -2.85607 -3.28826 0.000
H 1.38969 -3.58741 4.49096 0.000
H 4.56339 -3.45424 -5.20434 0.000
H -5.73662 -0.20732 4.50299 0.000
H -1.94705 1.79246 -2.19345 0.001
H 1.86734 4.42070 3.97721 0.000
H 0.44394 -5.24005 -3.69780 0.000
H 2.31788 1.25335 -1.34771 0.000
H 2.25854 0.57571 1.09131 0.000
H -1.09618 3.39447 -3.97314 0.000
H 1.29884 0.33259 2.85418 0.000
H -4.39467 -5.72646 -3.36012 0.000
H 0.37672 2.37299 0.45311 0.000
H 3.09083 -0.42105 -0.19059 0.000
H 5.19917 -1.51696 -6.96092 0.000
H -4.21422 -2.03068 5.06454 0.000
H -0.46838 4.20365 4.85759 0.000
H -1.77406 -1.81948 4.28491 0.000
H -0.90789 -3.28158 -2.97235 0.000
```

Properties
* strongest force on any atom: 3.3 eV/A
* charge: +1
* multiplicity: 5
* calculated total energy: -101035.6770 eV



- What is the strongest force on any atom in the fourth record?
  5.2 eV/A



- The highest strongest force on any atom belongs to which entry?
  C36H76N4O4



- Number 4 is which compound?
  C4H8O2S